# C41H54Cl4FIN5NaO2S

A structure of composition C41H54Cl4FIN5NaO2S (ωB97M-V/def2-TZVPD, OMol25).

Cartesian coordinates (Å):
I -6.2221 -4.7675 1.3386
Cl -0.5330 -0.9351 -3.0681
Cl 1.5243 -2.5172 -1.8142
Cl -3.9029 6.8734 0.6775
Cl -1.2099 -3.4992 -1.8616
S -6.0122 0.1753 -1.5918
Na -1.8938 4.3460 -0.3084
F 2.7684 1.3222 -3.6816
O -6.8527 -9.3670 7.0926
O -6.6682 -9.2201 4.9547
N 6.5281 0.0730 -1.0096
N -2.0143 6.9742 -2.0255
N -2.2243 -0.7706 1.0946
N -6.8063 -8.7337 6.0581
N -7.7880 1.2714 0.4600
C -7.5315 -2.1109 1.9964
C -2.5941 7.9586 -1.9465
C -5.6747 1.6961 -0.7255
C -3.3177 9.2193 -1.8607
C -6.9127 -6.5224 4.9847
C -2.7841 0.7124 -1.4616
C -4.5252 2.4629 -0.9752
C -7.0629 -6.6833 7.3936
C -6.2532 -2.0910 -0.0472
C -7.4330 -0.0962 0.6861
C -7.0459 -5.1472 5.0732
C -5.3056 4.0105 0.7179
C -1.9884 0.6691 0.9367
C 10.8745 -4.2043 -1.9371
C -2.5361 10.3143 -1.1252
C 8.4012 -1.2184 -1.9088
C -6.7306 -2.7597 1.0669
C -7.1934 -5.3060 7.4717
C 5.2073 -0.6066 -0.7143
C 7.1305 -0.4650 -2.3035
C 12.9816 -3.4570 -3.5797
C 6.3685 1.5539 -1.0742
C -3.5297 1.9478 -2.0028
C -7.1884 -4.5394 6.3136
C -1.6241 1.0248 -0.4971
C 8.2053 -1.5413 -0.4316
C 10.9948 -4.7579 -3.2041
C -7.8899 -0.7863 1.7967
C 3.2077 0.9150 -1.1903
C -6.6120 2.0756 0.2296
C 4.1162 -0.1919 -1.6924
C 7.5227 -0.2873 0.0745
C 11.8095 -3.2808 -1.4891
C 12.8625 -2.9053 -2.3116
C 0.0182 -2.5684 -2.7320
C -6.4316 3.2419 0.9541
C -6.9280 -7.2678 6.1483
C -6.6109 -0.7603 -0.2190
C -4.3703 3.6415 -0.2366
C 12.0504 -4.3851 -4.0246
C -2.2947 10.0224 0.3506
H -0.7485 0.4683 -0.8260
H -8.5102 -0.2798 2.5229
H 2.4244 1.0483 -1.9497
H 8.5571 -2.1071 -2.5163
H 9.1423 -1.7397 0.0847
H -7.0678 -7.2896 8.2866
H 12.1471 -4.8181 -5.0115
H 4.9405 -0.3668 0.3151
H 5.4079 -1.6774 -0.7719
H -1.6803 9.1333 0.4874
H -7.0388 -4.5565 4.1666
H -1.1653 0.9710 1.5905
H -7.1614 3.5622 1.6824
H 3.7172 1.8716 -1.0772
H -2.8902 1.2110 1.2362
H -1.5783 10.4744 -1.6263
H 6.3966 -1.1138 -2.7705
H 6.9937 -0.4078 1.0158
H -4.1047 1.6500 -2.8772
H 10.2671 -5.4796 -3.5519
H -5.6076 -2.5589 -0.7763
H 5.7419 1.8082 -1.9252
H -7.8628 -2.6575 2.8674
H -3.1022 11.2435 -1.2175
H 10.0498 -4.4945 -1.2971
H -2.0386 -1.2900 0.2481
H 7.5620 -2.4129 -0.3015
H -8.3208 1.2963 -0.4101
H -3.2317 9.8575 0.8800
H -1.4103 2.0920 -0.5707
H -4.2759 9.0312 -1.3750
H 9.2733 -0.5769 -2.0435
H -7.2966 -3.4646 6.3782
H 2.7597 0.6566 -0.2173
H 0.2071 -3.0588 -3.6772
H 7.3546 1.9960 -1.1991
H -1.6927 -1.1623 1.8548
H -5.1530 4.9203 1.2798
H -3.5283 9.5576 -2.8780
H 4.5273 0.0949 -2.6629
H 3.4761 -1.0516 -1.8827
H -2.4295 0.1381 -2.3211
H 5.9129 1.8949 -0.1485
H -3.5183 4.2846 -0.4347
H -7.3017 -4.8316 8.4373
H 8.2335 0.5332 0.1577
H -6.8012 -7.0033 4.0241
H -1.7799 10.8662 0.8150
H -2.8384 2.7579 -2.2465
H -3.4768 0.0576 -0.9395
H 7.3329 0.3727 -2.9635
H 11.7192 -2.8538 -0.4977
H 13.8019 -3.1639 -4.2216
H 13.5907 -2.1839 -1.9644

Cartesian forces (eV/Å) of the 2 atoms listed first:
I 0.0 0.0 -0.1
Cl 0.4 -0.4 -0.3

Its charge is 0. Its lowest unoccupied orbital energy is -0.35 eV. Its highest occupied orbital energy is -7.106 eV. For the molar mass, the calculation gives 991.69 g/mol. The frontier orbital gap is 6.7591 eV.

***

# C41H54ClN6O3PSTa

A structure of composition C41H54ClN6O3PSTa (ωB97M-V/def2-TZVPD, OMol25).

Cartesian coordinates (Å):
Ta -1.1509 0.0637 1.1299
Cl -5.9140 2.7806 -3.9772
S 0.2370 -3.7044 3.6050
P 0.9494 0.6019 -0.6454
O -2.9629 0.9681 4.7619
O -1.8753 2.2360 0.8317
O -2.1247 0.0966 -0.4320
N -1.5472 -1.9402 4.5022
N -2.6494 -1.7448 1.2102
N -2.5191 0.4107 2.5743
N -0.1470 1.3297 2.7107
N -0.3375 -1.5091 2.4946
N 0.5862 -2.1139 1.6755
C 0.6947 2.3174 -1.2583
C -2.6451 2.7330 -0.0013
C -3.6536 -0.0393 -2.2709
C -0.8839 1.5997 3.8074
C 1.6230 2.6051 3.6666
C 3.1131 -1.1852 -0.4779
C -3.8148 -1.4470 1.8066
C -3.2830 2.0301 -1.0943
C -2.2373 0.9986 3.8003
C -4.8120 1.9876 -2.9364
C 1.9240 5.0492 -1.7755
C -3.4847 -3.9146 0.6935
C 1.8879 -4.2160 1.3778
C -4.1804 2.6952 -1.9264
C -0.4297 2.3500 4.8593
C 0.9738 -3.2690 2.0894
C 2.5782 3.7463 -2.2516
C 0.3274 -0.4660 -2.0222
C 1.1837 -0.5169 -3.3130
C -4.6944 -3.6018 1.3019
C -3.0317 0.6820 -1.2876
C -4.5538 0.6295 -3.1010
C 4.5293 -1.4342 0.0640
C -0.0134 -1.8880 -1.5603
C -2.4900 -2.9646 0.6639
C 2.7690 0.3230 -0.5450
C 0.8636 3.4126 -0.1858
C 1.0987 -5.2538 0.5715
C -4.8606 -2.3502 1.8681
C 1.5370 2.6638 -2.5269
C 5.4869 -0.3485 -0.4108
C 1.0914 1.8323 2.6489
C 5.0670 1.0238 0.1457
C -0.6040 -2.1518 -4.0160
C 3.5793 1.0661 0.5276
C 0.8574 2.8735 4.7862
C 0.8701 -1.7795 -4.1359
C 0.7202 4.7794 -0.8515
C -3.8889 -0.0651 2.3659
C -0.9143 -2.6017 -2.5783
C -0.6489 -2.2349 3.5632
H -0.4961 -1.8825 -0.5780
H 3.0888 0.7238 -1.5133
H -5.4948 -4.3295 1.3391
H 0.4482 -5.8521 1.2112
H 1.8523 3.3611 0.2719
H -2.0423 -1.0643 4.5351
H 1.6607 1.6062 1.7695
H 3.4326 0.5719 1.4932
H -5.7847 -2.0744 2.3592
H 0.8554 3.0190 -3.3038
H 0.9632 0.3634 -3.9154
H 2.2500 -0.4922 -3.0907
H -2.8773 3.7971 0.1136
H -3.3128 -4.8851 0.2486
H 2.5224 -4.7158 2.1114
H 2.6633 5.6543 -1.2500
H 6.5048 -0.5794 -0.1021
H 2.3830 -1.6847 0.1507
H -0.7619 -3.6806 -2.4904
H -5.0638 0.0880 -3.8871
H -0.6185 0.0196 -2.2765
H 1.2507 3.4788 5.5927
H 0.1382 3.2896 0.6140
H 5.4957 -0.3329 -1.5043
H 1.1427 -1.5995 -5.1748
H -0.8615 -2.9450 -4.7160
H -4.4077 0.5935 1.6610
H 5.2637 1.8034 -0.5933
H 4.5209 -1.4648 1.1583
H -0.2146 4.7980 -1.4248
H -1.6523 -2.5408 5.3048
H 0.9088 -2.4494 -1.4178
H 3.2810 2.1085 0.6306
H -3.4510 -1.0920 -2.4015
H 3.3029 3.3847 -1.5134
H 2.6295 2.9886 3.5681
H 4.8708 -2.4142 -0.2715
H 3.0389 -1.6163 -1.4780
H -0.3656 2.3066 -1.5443
H 0.4861 -4.7684 -0.1922
H 2.5399 -3.6374 0.7263
H -1.9658 -2.4200 -2.3417
H 0.6382 5.5611 -0.0965
H 3.1458 3.9284 -3.1638
H -4.4410 -0.0176 3.3037
H -1.2175 -1.2857 -4.2877
H -1.5371 -3.1708 0.1985
H 1.6031 5.6340 -2.6379
H 1.4848 -2.6195 -3.7969
H -1.0820 2.5153 5.7062
H -4.3857 3.7499 -1.7841
H 2.0253 1.7854 -2.9404
H 1.7865 -5.9340 0.0725
H 5.6599 1.2736 1.0263

Cartesian forces (eV/Å) of the 2 atoms listed first:
Ta -0.7 -0.4 1.4
Cl 0.0 0.0 0.0

Its charge is +3. Its lowest unoccupied orbital energy is -9.25 eV. Its highest occupied orbital energy is -16.491 eV. For the molar mass, the calculation gives 958.36 g/mol. The frontier orbital gap is 7.2395 eV.

***

# C41H54CrFN9S2

A structure of composition C41H54CrFN9S2 (ωB97M-V/def2-TZVPD, OMol25).

Cartesian coordinates (Å):
Cr 0.0057 -0.4146 0.3124
S 2.1840 0.1302 1.1775
S 1.9013 -1.3474 -3.6360
F 0.2421 -2.0388 -1.0541
N 0.2558 0.7935 -1.5352
N 4.4749 -0.6470 -3.2344
N 3.3264 0.7983 -4.4128
N -1.9480 -0.1804 -0.3415
N 0.4408 2.0347 1.9736
N -0.4449 1.2807 1.2388
N -0.3008 -2.0696 1.5166
N 2.5425 2.1863 2.8434
N 0.0669 2.5302 -3.0748
C 1.1215 -2.8545 3.3725
C 1.6301 1.5422 2.0390
C -1.0751 -1.9165 3.8934
C 3.2568 -0.3999 -3.7606
C -0.1073 -2.2763 2.9272
C 0.4950 -2.4081 5.6819
C -0.6843 -3.1620 0.7771
C -2.5903 0.0727 3.7252
C 1.3515 2.8941 -1.0268
C -2.9259 5.3671 0.7730
C -2.4834 1.0077 0.1200
C -1.6821 -5.3465 0.3792
C -1.3486 -4.3135 1.2392
C -2.0551 3.1767 1.3421
C 4.5941 1.4845 -4.1789
C -2.4396 4.8330 3.0594
C -1.6357 1.8218 0.9051
C -0.7351 -1.9676 5.2497
C -2.0118 3.5690 2.6820
C 5.4618 0.3506 -3.6218
C -3.2789 -2.0172 2.4743
C 0.1695 3.9506 -3.3918
C -2.1436 1.6713 -3.8251
C 2.2215 -3.5866 2.5677
C 1.9018 -5.0797 2.3628
C -2.9003 5.7371 2.1089
C -2.6896 -0.9660 -1.1404
C -0.4157 -3.1805 -0.5875
C 4.8706 -1.8967 -2.6300
C 1.3581 4.2869 -4.2871
C -0.6366 1.7051 -4.0509
C 2.7518 -3.0026 1.2589
C 0.5075 2.0089 -1.8979
C 1.3914 -2.8731 4.7392
C -1.3640 -5.3028 -0.9763
C -0.7028 -4.1847 -1.4700
C -2.5077 4.0976 0.3962
C -3.8447 1.3036 -0.1599
C -2.5242 -1.4594 3.6762
C -4.5773 0.4782 -0.9608
C -3.9786 -0.6822 -1.5021
H 6.0531 0.6628 -2.7616
H -4.3203 -1.6861 2.5232
H -2.4140 5.1137 4.1058
H 5.4253 -2.5228 -3.3355
H 3.1729 -2.0123 1.4122
H 0.7412 -2.4204 6.7378
H 5.5017 -1.6986 -1.7632
H 3.0741 -3.5715 3.2462
H -3.2706 6.0684 0.0229
H 2.3118 3.1361 3.0864
H -2.5803 2.6675 -3.9350
H -2.2267 -1.8891 -1.4689
H -3.2703 -3.1077 2.4677
H 2.4717 1.3000 -4.5747
H -2.5144 3.8154 -0.6525
H -0.7541 4.2386 -3.8972
H -3.0582 -1.8299 4.5532
H -2.3169 0.4394 4.7177
H 1.9461 2.2562 -0.3828
H -1.8832 0.4894 3.0123
H 1.2905 -5.2398 1.4782
H -2.1958 -6.2164 0.7722
H 2.8362 -5.6332 2.2256
H -4.5220 -1.3520 -2.1521
H 2.3359 -3.2875 5.0754
H 3.9784 -2.4269 -2.3090
H 1.3790 -5.5033 3.2251
H 3.5474 -3.6578 0.8882
H -1.6427 2.8804 3.4275
H -0.3258 0.3049 -2.2061
H 2.0104 3.5262 -1.6212
H -2.3780 1.3070 -2.8234
H 3.5106 1.9947 2.6598
H -3.5939 0.4400 3.4812
H 6.1447 -0.0515 -4.3766
H 4.9979 1.8923 -5.1016
H -1.6190 -6.1229 -1.6345
H 0.2083 4.5294 -2.4723
H -0.2239 0.6957 -4.0308
H -1.5759 -4.3864 2.2957
H 4.4900 2.2982 -3.4579
H -5.6158 0.7046 -1.1739
H 0.7268 3.5292 -0.3929
H 1.3791 5.3576 -4.5050
H -4.2870 2.1823 0.2884
H -2.8557 -1.6685 1.5397
H -2.6191 1.0079 -4.5513
H -3.2354 6.7220 2.4095
H 2.3002 4.0166 -3.8048
H -0.4151 -4.0915 -2.5113
H -1.4790 -1.6587 5.9780
H -0.4148 2.1096 -5.0393
H 1.9885 -2.9392 0.4874
H 1.2946 3.7497 -5.2377

Cartesian forces (eV/Å) of the 2 atoms listed first:
Cr 0.5 0.2 -0.1
S -0.2 0.1 0.1

Its charge is 0. Its lowest unoccupied orbital energy (spin up / spin down) is 0.38 / -0.14 eV. Its highest occupied orbital energy (spin up / spin down) is -5.348 / -7.142 eV. For the molar mass, the calculation gives 808.07 g/mol. Its spin multiplicity is 5. The frontier orbital gap (spin up / spin down) is 5.7266 / 7.0015 eV.

***

# C41H55BIrN7O2S

A structure of composition C41H55BIrN7O2S (ωB97M-V/def2-TZVPD, OMol25).

Cartesian coordinates (Å):
Ir -0.5654 0.0242 0.0218
S 2.3476 1.2843 0.7574
O -1.4037 2.0986 0.0427
O 1.2009 1.1080 -0.2536
N -2.2508 3.1120 -0.0431
N -2.0233 -1.4256 0.0854
N 0.6640 -2.2708 1.3193
N 0.2797 -0.9923 1.5449
N -1.4821 -2.6925 0.1031
N 0.6382 -2.3488 -1.1468
N 0.2263 -1.0962 -1.4534
C 1.3297 1.1238 4.4235
C -2.2397 3.8688 -1.1567
C 4.4630 2.9801 0.6953
C -0.4988 1.4425 -2.8362
C 0.6447 -0.8120 -2.7040
C 5.2065 4.0297 0.1823
C 4.3240 -1.7294 -1.0322
C -4.0877 0.5373 -1.1245
C -0.6635 -0.2048 -4.6781
C 1.8487 -4.1355 2.4513
C 0.1576 0.5103 3.6486
C 1.5150 0.9607 -4.2169
C -3.9393 4.4719 0.8980
C 2.8200 3.2972 -1.0624
C 1.3028 -1.7587 3.3521
C -3.9616 5.2530 -0.2456
C 3.5108 -0.6287 -0.8298
C -3.0929 4.9416 -1.2809
C -3.6703 -2.9208 0.0134
C 3.2827 2.6257 0.0561
C -0.8600 -0.0663 4.6536
C 5.0328 -2.2801 0.0323
C 1.8843 -4.2488 -2.1434
C 0.6186 -0.6690 2.8147
C 4.1007 -0.6464 1.5263
C -5.7755 -0.9805 -0.1319
C 3.4132 -0.1031 0.4521
C -3.3609 -1.5640 0.0242
C 4.9260 -1.7419 1.3060
C 1.3000 -2.7532 2.3931
C -4.2674 0.2610 1.3976
C 3.5765 4.3479 -1.5638
C -4.3561 -0.4284 0.0328
C -2.2358 -5.0720 0.0728
C 4.7639 4.7105 -0.9455
C -3.0743 3.4020 0.9795
C 0.2572 0.3568 -3.5805
C 1.3689 -1.9121 -3.1653
C -2.4693 -3.6001 0.0637
C -0.5493 1.5871 2.8445
C 1.3329 -2.8659 -2.1652
B 0.0471 -2.9807 0.1106
H 2.5724 -4.3007 1.6524
H 0.0714 1.8446 -2.0026
H 3.2376 4.8822 -2.4412
H 0.0670 2.0257 2.0625
H -0.7131 2.2575 -3.5319
H -4.8143 1.3527 -1.1044
H -1.4642 1.1899 2.3992
H 1.2267 1.7034 -4.9623
H -3.0888 0.9662 -1.0754
H 3.9883 -0.2291 2.5198
H -4.4897 -0.4493 2.1954
H 6.1315 4.3171 0.6628
H -0.3870 -0.7685 5.3394
H 5.3496 5.5287 -1.3417
H -4.6489 -3.3634 -0.0269
H 1.6974 -1.8362 4.3505
H 2.9533 -0.1876 -1.6464
H -0.1431 -0.9313 -5.3016
H 2.5923 -4.3744 -2.9595
H -5.8884 -1.5219 -1.0718
H -1.2920 0.7443 5.2424
H 1.0911 -4.9868 -2.2694
H 0.9415 1.8197 5.1682
H 2.3947 -4.4583 -1.2041
H -3.0636 5.5277 -2.1879
H -0.8477 2.4007 3.5093
H -1.5241 3.5655 -1.9028
H 2.1198 0.2079 -4.7206
H -6.0510 -1.6427 0.6892
H -3.1919 -5.5886 0.0378
H 4.4203 -2.1518 -2.0241
H 2.3484 -4.2914 3.4045
H 1.8135 -2.0249 -4.1390
H -1.6461 -5.3870 -0.7877
H 1.0593 -4.8803 2.3521
H 2.1407 1.4506 -3.4671
H -1.7110 -5.3858 0.9749
H -6.4827 -0.1504 -0.1386
H 4.8062 2.4433 1.5721
H 2.0015 1.6775 3.7664
H -4.6357 6.0940 -0.3258
H 1.9075 0.3674 4.9537
H -1.5369 -0.6939 -4.2424
H -4.1948 0.0212 -2.0802
H -3.2662 0.6535 1.5733
H 1.8930 2.9974 -1.5300
H -4.5857 4.6819 1.7380
H -1.6690 -0.5876 4.1373
H -1.0083 0.6076 -5.3198
H 0.2525 -4.1487 0.1502
H 5.4800 -2.1741 2.1284
H -1.4680 1.0770 -2.4765
H -4.9905 1.0767 1.4620
H -2.9902 2.7579 1.8373
H 5.6781 -3.1321 -0.1370

Cartesian forces (eV/Å) of the 2 atoms listed first:
Ir 0.2 -0.3 -0.1
S 0.2 -0.2 0.2

Its charge is +2. Its lowest unoccupied orbital energy is -6.07 eV. Its highest occupied orbital energy is -13.876 eV. For the molar mass, the calculation gives 913.03 g/mol. The frontier orbital gap is 7.8048 eV.

***

| no. | energy (a.u.) |
| --- | --- |
| 1 | -4817.5832 |
| 2 | -3405.0305 |
| 3 | -4028.3175 |
| 4 | -2656.0345 |